Molecular formula: C3H3N3O
Method: DFT, wB97M-V/def2-TZVPD

Computed properties:
F_max ... 1.67 eV Å⁻¹
Relative energy (zero: lowest compared OMol25 entry of this formula, charge and spin) ... 110.0 kcal per mole
HOMO level (alpha / beta) ... -8.8 / -8.8 eV
Orbital gap (alpha / beta) ... 7.58 / 7.57 eV

The geometry in XYZ format:
```
10
C3H3N3O (wB97M-V/def2-TZVPD)
O -0.26571 2.87749 -2.13863
N -0.05078 -1.59219 1.06621
N -0.34238 1.32365 -0.38251
N 0.33964 0.33294 -0.06118
C -0.07473 -0.31300 1.09810
C 0.13971 -2.78237 1.06196
C 0.15995 1.93750 -1.54970
H -0.29693 0.20841 2.01383
H 1.04193 1.50056 -1.95749
H -0.65070 -3.49299 0.84941
```